The following is a quantum chemistry calculation of a molecular structure, C23H30N2O5S in a non-equilibrium geometry, from OMol25.

Structure (XYZ):
```
61
Properties=species:S:1:pos:R:3:forces:R:3
C -3.388115 -0.134778 2.749028 5.6 5.4 -3.6
H -3.090833 0.661187 1.870982 -0.9 -1.8 1.7
H -3.819496 0.444363 3.405324 -3.4 3.0 3.3
H -3.984048 -0.799083 2.335705 -2.4 -3.7 -1.5
C -2.138040 -0.457688 3.447530 -3.4 -10.0 -1.7
N -1.300050 -1.286590 2.518035 2.2 -0.1 -1.4
S 0.219661 -1.222286 2.891521 9.6 2.9 -2.2
O 0.716201 -0.982680 4.247134 -2.6 -0.9 -0.2
O 1.214167 -2.112260 2.132318 -4.0 0.7 1.4
C 0.841400 0.467186 2.031656 10.7 -8.4 13.1
C 0.124488 0.910678 1.256750 -11.8 9.1 -11.8
C 0.480954 2.227453 0.663851 -5.9 -2.3 -2.1
C 1.529124 2.944218 0.794293 4.9 -5.1 4.1
C 2.542373 2.030139 1.588267 -2.3 5.2 -2.5
C 2.219505 1.034920 2.300293 -4.6 -7.3 2.5
C 3.024511 0.114887 3.220973 4.9 3.3 -14.6
H 3.933586 0.744162 3.123672 0.8 -1.3 0.2
H 3.125408 -0.867752 2.874453 0.2 -1.2 -0.5
H 2.862080 0.190603 4.066288 -3.8 1.0 14.5
H 3.449441 2.400974 1.783666 3.6 1.7 0.2
H 1.961384 3.717450 0.324894 0.7 2.9 -1.7
N -0.508747 2.650639 -0.273540 3.9 5.7 -2.8
C -1.695980 2.374964 -0.772818 -2.5 -2.1 2.9
O -2.505316 1.496242 -0.143317 3.1 3.9 -3.7
C -1.890566 3.250600 -2.055925 -8.1 -7.2 0.4
C -1.453496 2.457769 -3.308764 -9.6 2.3 -1.3
C -2.166210 1.141828 -3.433567 5.8 -3.1 0.6
H -2.187156 0.517469 -2.559866 -1.2 0.7 1.1
H -2.977379 0.982049 -4.040194 -2.1 0.5 -1.3
O -1.163428 0.174881 -4.150377 2.4 -0.5 0.6
C 0.056122 -0.377091 -3.441450 -3.1 1.9 1.2
C 0.190070 -0.134163 -1.998359 -0.1 -2.1 -6.2
C 1.222262 -0.903760 -1.471296 -5.6 6.9 10.8
C 2.025715 -1.526527 -2.134002 9.4 -8.0 -6.5
C 1.856265 -1.695484 -3.513956 8.6 -7.5 1.0
C 0.983642 -1.248181 -4.243992 -9.7 7.8 -1.1
H 0.792270 -1.053788 -5.245820 0.2 -1.0 -2.0
H 2.468175 -2.536115 -4.154304 -0.4 2.1 2.3
C 3.306467 -2.345820 -1.563418 -1.0 -2.7 -3.8
O 4.014479 -3.238580 -2.134828 -2.9 3.7 1.2
C 3.422352 -2.060661 -0.213726 5.1 1.1 7.7
H 4.418711 -2.763236 0.267115 -2.5 2.4 -1.6
H 2.720204 -2.327782 0.610278 -0.4 0.0 -1.5
H 3.591082 -0.864593 0.064237 -0.1 -3.0 -1.0
H 1.409813 -0.777320 -0.262541 -0.6 -0.5 -3.1
H -0.609743 0.381493 -1.572958 -0.5 0.6 1.3
H -1.716523 3.077778 -4.205237 0.6 -0.4 0.7
H -0.547787 2.453647 -3.137876 9.4 -1.3 0.4
H -1.767086 4.247557 -2.074974 0.8 3.3 0.5
H -3.221036 2.972116 -2.048655 3.5 1.7 -0.2
H 0.009022 3.611072 -0.907243 -2.1 -4.0 2.5
H -0.934074 0.630736 1.059775 0.9 -0.1 -0.1
C -1.563509 -2.393766 1.558607 -4.8 -4.2 6.3
C -2.159964 -2.166877 0.235521 11.2 -7.5 -1.5
H -2.607230 -3.057831 -0.282832 1.2 0.4 0.7
H -2.789283 -1.540888 0.176745 -8.3 9.0 -0.3
H -1.144614 -1.790180 -0.223399 -2.3 -0.6 -0.8
H -0.868970 -3.255637 1.826919 -0.1 1.6 -1.5
H -2.452600 -2.962706 2.231048 1.3 1.2 -1.3
H -2.571123 -1.631081 4.022480 1.3 3.9 0.2
H -1.508530 0.206125 3.889875 1.1 2.0 1.8
```
Positions in Å, forces in eV/Å.

As for the maximum force: 19.04 eV/Å. As for the energy relative to the best compared isomer or geometry (same formula, charge and spin): 23.3917 eV. As for the frontier orbital gap: 8.5 eV. Its total energy is -1777.52308 Eh. For the molar mass, the calculation gives 446.569 g/mol.

---

The following is a quantum chemistry calculation of C5H10O in the gas phase in a non-equilibrium geometry, from OMol25.

Structure (XYZ):
```
16
Properties=species:S:1:pos:R:3:forces:R:3
C -2.358162 0.391131 -0.048534 0.0 0.0 0.0
C -1.134635 -0.530151 -0.012103 0.1 -0.1 0.0
C 0.189916 0.239008 -0.018964 0.1 -0.1 0.0
C 1.443773 -0.669166 0.017488 0.3 0.2 0.0
C 2.706356 0.262659 -0.021653 -0.5 2.0 -0.1
O 2.497444 1.459527 -0.083669 -1.3 0.7 0.0
H -3.291335 -0.184350 -0.044271 0.2 0.1 0.0
H -2.378104 1.060692 0.819619 0.0 -0.1 -0.1
H -2.358916 1.016385 -0.949378 0.0 -0.1 0.1
H -1.187996 -1.163350 0.883649 0.0 0.0 -0.1
H -1.169988 -1.208294 -0.875313 0.0 0.1 0.1
H 0.234093 0.880123 -0.908144 0.0 -0.1 0.2
H 0.216327 0.926897 0.835739 0.0 -0.1 -0.1
H 1.411105 -1.371237 -0.830258 0.3 0.2 0.1
H 1.409307 -1.306511 0.914814 0.3 0.2 -0.1
H 3.805744 0.318869 -0.019928 0.3 -3.0 0.2
```
Positions in Å, forces in eV/Å.

As for the maximum force: 3.00 eV/Å. Its SMILES is CCCCC=O. As for the energy relative to the best compared isomer or geometry (same formula, charge and spin): 1.2768 eV. As for the frontier orbital gap: 10.6 eV. Its total energy is -271.70570 Eh. For the molar mass, the calculation gives 86.134 g/mol.

---

The following is a quantum chemistry calculation of a molecular structure, C25H35ClN4O3PdSe, from OMol25.

Structure (XYZ):
```
70
Properties=species:S:1:pos:R:3:forces:R:3
Pd 1.119990 -1.019626 -0.475337 0.1 0.1 0.1
C 0.814005 3.558564 -4.858955 0.0 0.0 0.0
C 0.956121 4.069946 -3.426353 0.0 0.0 0.0
C 2.319973 3.779584 -2.789779 0.0 0.0 0.0
C 2.421310 2.426230 -2.098283 0.0 0.0 0.0
N 2.160660 1.305945 -2.997989 0.1 0.0 0.0
C 1.048225 0.544184 -3.024448 0.0 0.0 0.0
Se -0.394189 0.654180 -1.858258 0.0 0.0 0.0
N 1.186235 -0.352395 -4.034334 0.0 0.0 0.0
C 0.223926 -1.369433 -4.432753 0.0 0.0 0.0
C -0.505013 -0.996930 -5.719968 0.0 0.0 0.0
C -1.526236 0.125695 -5.544746 0.0 0.0 0.0
C -2.772524 -0.318548 -4.788588 0.0 0.0 0.0
C 2.421658 -0.177467 -4.640764 0.0 0.0 0.0
C 3.048466 -0.854790 -5.676466 0.0 0.0 0.0
C 4.320594 -0.430447 -6.024401 0.0 0.0 0.0
C 4.944158 0.628901 -5.357919 0.0 0.0 0.0
C 4.316853 1.301030 -4.321898 0.0 0.0 0.0
C 3.041440 0.877255 -3.978797 0.0 0.0 0.0
H -0.160134 3.822743 -5.273176 0.0 0.0 0.0
H 0.912893 2.473826 -4.925139 0.0 0.0 0.0
H 1.579634 3.995551 -5.504358 0.0 0.0 0.0
H 0.169177 3.643042 -2.798356 0.0 0.0 0.0
H 0.794241 5.150030 -3.428947 0.0 0.0 0.0
H 2.534691 4.522514 -2.018054 0.0 0.0 0.0
H 3.106444 3.883840 -3.544679 0.0 0.0 0.0
H 1.703601 2.343618 -1.287229 0.0 0.0 0.0
H 3.406818 2.271028 -1.659446 0.0 0.0 0.0
H -0.467538 -1.489345 -3.599333 0.0 0.0 0.0
H 0.779724 -2.301982 -4.554873 0.0 0.0 0.0
H -1.011945 -1.894445 -6.089641 0.0 0.0 0.0
H 0.232892 -0.721864 -6.478580 0.0 0.0 0.0
H -1.809823 0.498456 -6.531781 0.0 0.0 0.0
H -1.059841 0.966431 -5.022122 0.0 0.0 0.0
H -3.268358 -1.142582 -5.308250 0.0 0.0 0.0
H -3.488307 0.498905 -4.699569 0.0 0.0 0.0
H -2.528936 -0.641389 -3.775379 0.0 0.0 0.0
H 2.569095 -1.676592 -6.190900 0.0 0.0 0.0
H 4.844269 -0.930632 -6.827920 0.0 0.0 0.0
H 5.939956 0.927565 -5.656256 0.0 0.0 0.0
H 4.802721 2.113307 -3.799525 0.0 0.0 0.0
C -1.526484 -4.557501 -2.322205 0.0 0.0 0.0
N -0.080804 -4.574943 -2.461747 0.0 0.0 0.0
C 0.677065 -3.567803 -1.973611 0.0 0.0 0.0
N 2.004639 -3.577548 -2.276665 0.0 0.0 0.0
O 0.139124 -2.660567 -1.319427 -0.1 0.0 0.0
H -1.908798 -5.554211 -2.528092 0.0 0.0 0.0
H -1.993416 -3.842849 -3.003111 0.0 0.0 0.0
H -1.786952 -4.280391 -1.304162 0.0 0.0 0.0
H 0.332964 -5.206824 -3.123598 0.0 0.0 0.0
H 2.427352 -4.470543 -2.474928 0.0 0.0 0.0
H 2.557128 -2.973077 -1.677867 0.0 0.0 0.0
Cl 3.482123 3.057959 1.179316 0.0 0.0 0.0
C 2.571187 1.909931 2.208171 0.0 0.0 0.0
C 1.718426 0.894468 1.453923 0.1 -0.1 0.0
O 2.186841 0.505763 0.319232 -0.1 0.0 0.0
O 0.714871 0.480913 2.012068 0.0 0.0 0.0
H 1.933122 2.492192 2.862596 0.0 0.0 0.0
H 3.305025 1.366302 2.799891 0.0 0.0 0.0
C 4.017380 -4.011296 1.861170 0.0 0.0 0.0
C 4.538454 -2.905919 1.204116 0.0 0.0 0.0
C 3.693362 -2.016700 0.547521 0.0 0.0 0.0
C 2.316625 -2.231720 0.523042 0.0 0.0 0.0
C 1.802006 -3.345445 1.186442 0.0 0.0 0.0
C 2.645327 -4.223477 1.857192 0.0 0.0 0.0
H 4.673329 -4.696570 2.383045 0.0 0.0 0.0
H 5.607075 -2.725699 1.209133 0.0 0.0 0.0
H 4.106405 -1.138073 0.066170 0.0 0.0 0.0
H 0.733174 -3.524832 1.189965 0.0 0.0 0.0
H 2.227704 -5.074151 2.382816 0.0 0.0 0.0
```
Positions in Å, forces in eV/Å.

As for the maximum force: 0.12 eV/Å. As for the energy relative to the best compared isomer or geometry (same formula, charge and spin): 0.2181 eV. As for the frontier orbital gap: 8.1 eV. Its total energy is -4407.98486 Eh. For the molar mass, the calculation gives 660.413 g/mol.